(1)
{"formula": "C22H14N6", "method": "ωB97M-V/def2-TZVPD", "species": ["C", "N", "N", "N", "N", "C", "C", "C", "C", "C", "C", "C", "C", "C", "C", "C", "C", "C", "C", "C", "C", "C", "C", "C", "C", "C", "N", "N", "H", "H", "H", "H", "H", "H", "H", "H", "H", "H", "H", "H", "H", "H"], "xyz": [[-2.0825, 6.8831, -1.8912], [2.2392, -0.7959, 4.9619], [0.4781, -4.2191, 0.0124], [-1.0211, -4.0337, -1.8216], [-2.0247, 5.7357, -1.6470], [1.7932, -1.5930, 4.0043], [-0.2988, -4.7890, -0.9746], [3.0548, 0.4575, 0.5741], [-3.2359, 3.5471, -1.6032], [-0.8547, 3.6436, -1.2688], [-3.1184, 2.1622, -1.6156], [-0.7549, 2.2884, -1.0541], [3.3492, 0.9417, 1.7999], [2.2630, -0.6864, 0.3876], [-2.1974, -0.6789, -2.4716], [-2.0665, 4.3537, -1.4722], [2.1109, -0.9112, 2.7152], [-1.8223, 1.4696, -1.3160], [-1.6461, 0.0089, -1.4178], [2.8170, 0.2018, 2.9626], [1.7986, -1.3743, 1.4640], [-1.8081, -2.0608, -2.6551], [0.3304, -2.8776, 0.2107], [-0.7886, -0.6907, -0.4615], [-1.0640, -2.7299, -1.6710], [-0.5476, -2.0396, -0.6518], [2.8703, 0.2878, 4.3837], [0.9934, -2.4765, 1.3717], [1.2323, -2.5771, 4.0516], [-0.4073, -5.8970, -1.1921], [3.3814, 1.1086, -0.3489], [-4.1240, 4.0465, -1.8535], [0.0786, 4.3264, -0.9858], [-3.9991, 1.5947, -1.8530], [0.1381, 1.8592, -0.6035], [3.9203, 1.7767, 2.0975], [2.0903, -0.9812, -0.6072], [-2.8912, -0.2638, -3.2875], [-2.0425, -2.6242, -3.5821], [-0.4323, -0.2326, 0.4148], [3.1579, 1.1273, 4.8572], [1.1309, -3.2880, 2.0377]], "atomic_forces_ev_per_a": [[0.1027, -0.7408, 0.2483], [-0.0677, -0.1159, 0.0104], [-1.2459, 0.9544, -0.3642], [1.4696, -4.5347, 0.7001], [-0.5634, 0.1100, -0.1170], [0.5127, 1.9832, -1.4100], [-1.1805, 2.0164, -1.3835], [0.4721, 1.9795, -2.1020], [2.2200, 0.0927, -0.2920], [1.5186, 3.7687, 1.8753], [2.4319, -0.6579, 0.5615], [0.0735, -0.1587, 0.3462], [-0.8823, -1.0325, 3.6388], [0.6320, 0.6345, -0.0720], [-0.1475, -3.4348, -2.7613], [1.0000, -2.3183, -0.2885], [-1.1810, -3.0540, 2.3605], [-3.2431, 1.4438, -0.7612], [1.5153, -0.2388, 2.8533], [1.0315, 1.4459, 0.0375], [0.0128, 0.2980, -0.9524], [-1.2677, 2.6178, -0.5618], [-0.0927, -2.2734, -0.1013], [-2.3191, 1.0273, -2.5923], [-1.8844, 0.3494, -2.9863], [3.0257, 0.1502, 3.8932], [-0.2897, -0.9209, -2.5781], [-1.1894, -2.0150, -0.0593], [0.9148, 1.6442, 0.8134], [0.7283, 1.4511, 0.8882], [-0.5355, -1.6408, 1.8283], [-1.3137, 0.3258, -0.1001], [-2.0040, -1.6070, -0.9378], [-0.1437, -0.3389, 0.0778], [0.1643, 0.1362, -0.6003], [0.6757, 1.0816, -0.6329], [-0.3766, -0.5270, -0.9823], [1.3323, -0.1949, 1.5624], [-0.2033, 0.4553, 0.9416], [0.4350, 0.8360, 0.7369], [-0.1603, -0.4815, 0.6421], [0.0227, 1.4843, -1.3792]], "nbo_charge": [0.32, -0.21, -0.51, -0.46, -0.54, -0.04, 0.25, -0.18, -0.20, -0.16, -0.19, -0.22, -0.26, -0.31, -0.19, 0.09, -0.19, -0.01, -0.06, 0.15, 0.25, -0.15, 0.45, -0.18, 0.10, -0.10, -0.38, -0.61, 0.22, 0.21, 0.23, 0.23, 0.23, 0.22, 0.23, 0.22, 0.22, 0.23, 0.23, 0.23, 0.41, 0.42], "total_energy_ha": -1175.1818, "orbital_gap_ev": 7.5}


(2)
{"formula": "C4H8NOP", "method": "ωB97M-V/def2-TZVPD", "species": ["C", "C", "C", "C", "N", "O", "P", "H", "H", "H", "H", "H", "H", "H", "H"], "xyz": [[1.2557, 0.4914, 0.0752], [0.3563, 0.4590, -1.1477], [-0.4074, -0.1978, -0.0697], [-1.4135, 0.5691, 0.7302], [2.4979, -0.1530, -0.0507], [3.5730, 0.3403, 0.3877], [-0.2827, -2.0277, 0.0388], [1.2092, 1.4066, 0.6680], [0.0066, 1.4171, -1.5120], [0.7356, -0.1836, -1.9330], [-1.0113, 1.5082, 1.1038], [-1.7760, -0.0094, 1.5786], [-2.2660, 0.8105, 0.0923], [-1.2075, -2.2788, -0.9808], [-1.2698, -2.1519, 1.0191]], "atomic_forces_ev_per_a": [[-2.3012, 0.2129, -0.9472], [0.3667, 0.3613, 0.0440], [2.8449, -0.2200, 1.1443], [-0.1813, -0.0037, -0.1287], [1.4212, 0.8251, 0.9727], [-1.9012, -1.0200, -0.5384], [0.1056, 0.3346, -0.2482], [0.3207, -0.3636, -0.0938], [-0.1191, 0.0393, -0.0918], [-0.0169, 0.0127, -0.1076], [0.0413, 0.1373, -0.0127], [0.0336, 0.0673, 0.0018], [-0.1404, 0.0121, 0.0002], [-0.3030, -0.2391, -0.3465], [-0.1708, -0.1563, 0.3520]], "mulliken_spin": [0.00, 0.08, 0.14, 0.00, 0.99, 0.80, 0.01, -0.01, 0.01, -0.02, 0.00, 0.00, 0.00, 0.01, 0.00], "total_energy_ha": -628.3636, "relative_energy_ev": 1.919, "multiplicity": 3, "orbital_gap_ev": [8.4, 8.3]}


(3)
{"formula": "C13H23ClFN3", "method": "ωB97M-V/def2-TZVPD", "species": ["Cl", "C", "N", "C", "C", "N", "F", "C", "C", "C", "C", "H", "H", "H", "H", "H", "H", "H", "H", "H", "H", "H", "H", "H", "H", "C", "C", "C", "N", "C", "C", "C", "H", "H", "H", "H", "H", "H", "H", "H", "H"], "xyz": [[2.2691, 5.1471, -3.0754], [2.7285, 3.3701, -3.1981], [1.9916, 2.5419, -2.1889], [2.3418, 2.9649, -0.7603], [1.6266, 2.0981, 0.2386], [0.8400, 1.1224, -0.5214], [-0.9889, -1.6769, 1.5979], [1.7025, 0.2112, -1.3423], [2.4201, 1.0916, -2.3472], [-0.2104, 1.6967, -1.3821], [0.4665, 2.5781, -2.3952], [2.4421, 3.0208, -4.2040], [3.8069, 3.2951, -2.9776], [3.4254, 2.8557, -0.6623], [2.0844, 4.0179, -0.6613], [2.3110, 1.5654, 0.9050], [0.9987, 2.6652, 0.9280], [2.3763, -0.3656, -0.6959], [1.0851, -0.5542, -1.8292], [2.1925, 0.7973, -3.3796], [3.5076, 1.0388, -2.2211], [-0.7577, 0.8709, -1.8560], [-0.9727, 2.2090, -0.7829], [0.1655, 3.6210, -2.3535], [0.3053, 2.2318, -3.4175], [-0.0247, -4.1201, 2.2131], [-1.3185, -3.6243, 2.7040], [-1.3694, -2.1100, 2.8740], [-2.7902, -1.7926, 3.0100], [-3.5207, -2.8413, 2.5449], [-4.9380, -2.6043, 2.1204], [-2.6468, -3.9887, 2.4137], [-0.0375, -5.0670, 1.6647], [0.3305, -3.3008, 1.5805], [0.7101, -4.1743, 3.0164], [-0.7645, -1.5034, 3.5754], [-3.0457, -0.8183, 2.9023], [-5.4014, -3.4559, 1.6024], [-5.5910, -2.2896, 2.9483], [-4.8345, -1.7657, 1.4042], [-2.9152, -4.9577, 2.0084]], "atomic_forces_ev_per_a": [[0.3673, -1.5424, -0.1138], [-0.3234, 1.1115, 0.0768], [-0.4649, -0.4758, 0.7295], [0.8512, 0.9799, -0.5058], [-0.7652, -1.0284, -0.1446], [-0.7318, -1.8548, 0.5432], [-0.1300, 0.5022, 0.2218], [-1.0474, 0.6127, 1.2032], [0.9286, -0.0659, -1.0737], [0.2870, -0.8079, 1.1138], [0.5874, 0.9224, -1.1313], [0.3106, 0.1789, 0.5028], [-0.5787, -0.0174, -0.2851], [-0.0664, 0.1678, -0.2332], [0.0645, -0.0249, -0.1603], [0.0930, -0.0522, -0.3472], [-0.2375, 0.0801, -0.3780], [0.0391, 0.5145, -0.0710], [-0.0655, 0.4418, 0.0292], [0.0660, 0.2042, 0.1779], [-0.1727, 0.2526, -0.0636], [0.3336, 0.1591, 0.0073], [0.4538, 0.1995, -0.0306], [0.0762, 0.0640, 0.0814], [0.0727, 0.0690, -0.0115], [0.3376, -0.5780, 0.4444], [-2.7496, 0.5864, -1.6173], [-0.3513, 1.0103, 0.1807], [0.1135, -1.4373, -1.0399], [0.8623, 1.1406, 0.7315], [0.4386, -0.1528, -0.3995], [2.0436, 0.0956, 0.6076], [-0.2035, 0.2557, 0.2244], [0.1159, -0.3357, -0.1972], [0.0362, -0.1527, 0.1526], [-0.2007, -0.9379, -0.0558], [-0.4063, -0.1821, 0.2032], [0.3462, 0.2203, 0.3108], [0.3652, -0.0455, -0.1398], [-0.4402, -0.2864, 0.2678], [-0.2547, 0.2091, 0.1895]], "nbo_charge": [0.00, -0.18, -0.22, -0.25, -0.26, -0.41, -0.34, -0.26, -0.25, -0.26, -0.24, 0.25, 0.25, 0.23, 0.25, 0.23, 0.23, 0.23, 0.23, 0.24, 0.24, 0.23, 0.23, 0.25, 0.23, -0.69, 0.22, 0.27, -0.53, 0.49, -0.70, -0.31, 0.26, 0.27, 0.27, 0.23, 0.44, 0.28, 0.29, 0.26, 0.27], "total_energy_ha": -1232.8577, "total_charge": 2, "orbital_gap_ev": 7.4}


(4)
{"formula": "C6H21NO4", "method": "ωB97M-V/def2-TZVPD", "species": ["C", "C", "C", "C", "C", "C", "N", "H", "H", "H", "H", "H", "H", "H", "H", "H", "H", "H", "H", "H", "O", "H", "H", "O", "H", "H", "O", "H", "H", "O", "H", "H"], "xyz": [[-0.2655, 2.0752, -2.1008], [0.2732, 0.8675, -1.9925], [1.7488, 0.6700, -1.7227], [-0.5703, -0.3610, -2.1115], [-0.5515, -1.1451, -0.7685], [-1.5187, -0.4520, 0.2105], [-2.8151, -1.1222, 0.3567], [-1.3037, 2.2546, -2.3640], [0.3120, 2.9961, -2.0106], [2.2950, 1.5650, -2.0157], [2.0668, -0.1422, -2.3765], [1.9497, 0.5024, -0.6647], [-1.6157, -0.1419, -2.3199], [-0.1695, -1.0061, -2.8972], [0.4586, -1.2260, -0.3982], [-0.8233, -2.1999, -0.8447], [-1.0935, -0.4238, 1.2153], [-1.7554, 0.5345, -0.1577], [-2.7266, -2.0974, 0.6162], [-3.3178, -1.1552, -0.5297], [1.0410, 1.1544, 2.1817], [1.4219, 1.0824, 1.3018], [0.4629, 1.9317, 2.1938], [-0.4431, 3.1550, 0.9019], [-0.5424, 2.7024, 0.0557], [-1.2978, 3.4586, 1.2167], [1.3511, -3.1987, 0.6519], [1.8265, -2.5366, 1.1843], [0.8877, -3.8385, 1.2048], [1.3339, -1.3798, 2.6577], [1.0801, -0.4184, 2.6359], [0.4507, -1.7433, 2.5046]], "atomic_forces_ev_per_a": [[-0.0474, 0.9109, -0.2136], [-0.2187, 0.2460, 0.1629], [-0.5604, 0.5078, -0.5608], [0.2705, -1.1849, 0.6104], [-0.2479, 0.4444, -0.2121], [-0.0891, -1.3934, 0.2452], [-0.5757, -0.0852, -0.3622], [-0.0488, -0.3310, 0.1052], [0.1590, -0.2633, -0.0338], [0.0342, 0.0398, 0.0260], [0.3827, -0.2221, 0.4672], [0.1246, -0.4756, -0.1609], [0.0108, 0.2380, -0.3648], [-0.0508, 0.0712, -0.1426], [0.3122, 0.3084, 0.2472], [-0.2608, 0.1134, -0.4020], [0.0614, 0.4280, -0.0925], [0.2160, 0.5496, 0.2334], [0.2842, 0.0290, 0.1708], [0.1406, 0.2057, 0.1286], [0.1161, 0.1260, 0.3361], [-0.1391, 0.3119, -0.0101], [0.0837, -0.0500, -0.4952], [0.3775, 0.2016, 0.4408], [-0.3161, -0.0241, -0.0561], [-0.1566, -0.1006, -0.3108], [0.0867, -0.2584, -0.7048], [-0.5037, -0.4894, 0.3905], [0.4598, 0.3870, 0.2228], [-0.9167, 0.6379, 0.0735], [0.7617, -0.4437, 0.1840], [0.2505, -0.4352, 0.0775]], "nbo_charge": [-0.48, 0.07, -0.65, -0.45, -0.42, -0.22, -0.83, 0.20, 0.20, 0.22, 0.23, 0.21, 0.20, 0.22, 0.22, 0.22, 0.19, 0.18, 0.35, 0.34, -0.97, 0.48, 0.52, -0.97, 0.50, 0.48, -0.98, 0.51, 0.47, -0.98, 0.50, 0.46], "smiles": "C=C(C)CCCN.O.O.O.O", "total_energy_ha": -596.8914, "relative_energy_ev": 1.006, "orbital_gap_ev": 9.8}